[1]
# C24H43N2O9P

5 unconnected molecules or ions with the total composition C24H43N2O9P at a distorted geometry (the ωB97M-V functional and the def2-TZVPD basis, the Open Molecules 2025 dataset).

The geometry in XYZ format:
```
79
Properties=species:S:1:pos:R:3:lowdin_charge:R:1
P -2.588 -5.216 0.754 0.822
O -2.767 0.278 -2.804 -0.053
O 6.140 -0.675 3.885 0.028
O 0.722 2.093 -7.450 0.099
O 5.171 0.837 2.469 0.091
O 2.848 1.370 -7.014 0.031
O -1.346 4.613 3.806 0.024
O 0.122 0.649 1.125 0.017
O 1.123 -0.933 2.438 0.069
O -0.486 4.724 1.690 0.084
N -4.125 -4.726 -1.654 -0.213
N -0.656 -1.007 -2.880 -0.026
C -1.984 6.450 2.485 -0.080
C 0.275 2.055 0.939 -0.161
C 0.861 2.565 2.230 -0.178
C 1.322 1.351 -5.227 -0.100
C -2.305 -3.331 0.857 -0.431
C 4.284 -2.024 4.306 -0.158
C -1.848 -0.329 -3.569 -0.312
C -3.315 -5.771 -0.923 -0.476
C -1.174 5.193 2.582 -0.428
C 5.787 -1.965 4.383 -0.173
C -2.009 -0.396 -5.201 -0.039
C -2.284 6.745 3.933 -0.167
C 3.511 0.796 -5.889 -0.169
C 3.981 -1.173 3.099 -0.090
C 5.125 -0.205 3.101 -0.450
C 1.702 1.402 2.693 -0.080
C 2.727 1.257 -4.688 -0.167
C 0.968 0.232 2.112 -0.438
C -2.295 5.373 4.554 -0.164
C 1.560 1.667 -6.672 -0.458
C -1.275 -1.722 -1.693 -0.247
C -0.706 -2.953 0.571 -0.271
C -0.329 -2.888 -1.029 -0.182
C -5.237 -4.141 -0.814 -0.186
H 0.792 0.397 -5.152 0.111
H 0.833 -2.706 -1.184 0.119
H -1.470 7.341 4.363 0.125
H 2.710 1.437 2.273 0.123
H 0.058 2.749 2.954 0.109
H -2.414 -6.078 -1.629 0.084
H -3.053 -2.680 0.234 0.056
H 3.896 -3.043 4.232 0.124
H 0.010 -3.704 1.162 0.113
H 3.070 2.253 -4.381 0.125
H -3.219 7.293 4.083 0.123
H -0.594 -3.901 -1.552 0.097
H -3.613 -5.524 1.748 -0.084
H -3.273 4.887 4.473 0.132
H -2.480 -3.029 1.999 0.093
H -3.135 -0.655 -5.427 0.097
H 3.503 -0.294 -5.997 0.130
H 4.008 -1.756 2.174 0.147
H -1.409 7.255 2.022 0.134
H -2.317 -2.200 -2.006 0.112
H -0.698 2.508 0.726 0.123
H -3.921 -6.777 -0.723 0.095
H 6.265 -2.725 3.756 0.128
H -2.894 6.246 1.914 0.140
H -5.371 -4.631 0.245 0.075
H 2.822 0.588 -3.829 0.119
H 3.025 -0.655 3.203 0.080
H 0.757 2.148 -4.737 0.135
H 1.426 3.493 2.110 0.122
H -1.344 -1.265 -5.616 0.089
H -1.789 0.659 -5.660 0.095
H -1.544 -0.965 -0.810 0.129
H -5.042 -2.965 -0.749 0.085
H -1.998 5.399 5.606 0.131
H -0.053 -0.253 -2.449 0.120
H 6.148 -2.075 5.410 0.127
H 3.848 -1.561 5.200 0.125
H 1.738 1.343 3.783 0.139
H -6.267 -4.235 -1.411 0.086
H 0.940 2.225 0.086 0.133
H -0.461 -1.880 1.031 0.084
H 4.548 1.142 -5.856 0.129
H -3.538 -4.002 -2.123 0.071
```

Results
* energy: -56277.193 eV
* LUMO level: 0.34 eV
* F_max: 7.9 eV/A
* HOMO energy: -7.68 eV


[2]
# C4H6N4OS2

A molecular structure, C4H6N4OS2 at a distorted geometry (the ωB97M-V functional and the def2-TZVPD basis, the Open Molecules 2025 dataset).

The geometry in XYZ format:
```
17
Properties=species:S:1:pos:R:3:lowdin_charge:R:1
S 1.121 0.455 1.939 0.865
S 0.891 -2.091 3.148 0.698
O 0.358 1.499 -1.974 0.003
N 2.120 0.087 -1.306 0.135
N -0.239 -1.434 0.668 -0.221
N 0.081 -2.709 -0.036 0.060
N -2.607 -1.186 0.170 0.174
C -1.529 -1.118 0.443 -0.323
C 0.472 1.174 0.408 -0.405
C 0.631 -1.236 1.841 -1.163
C 1.027 0.944 -0.897 -0.408
H 2.304 0.199 -2.279 0.081
H 0.226 -3.510 0.631 0.080
H -0.551 1.903 -1.677 0.171
H 1.005 -2.589 -0.551 0.097
H -0.378 1.869 0.589 0.066
H 2.965 0.030 -0.765 0.090
```

Results
* energy: -33919.728 eV
* LUMO level: -0.64 eV
* F_max: 6.2 eV/A
* HOMO energy: -8.61 eV


[3]
# C86H203N13O20

13 unconnected molecules or ions with the total composition C86H203N13O20 at a distorted geometry (the ωB97M-V functional and the def2-TZVPD basis, the Open Molecules 2025 dataset).

The geometry in XYZ format:
```
322
Properties=species:S:1:pos:R:3:lowdin_charge:R:1
O 0.202 4.310 -1.464 -0.200
O -8.769 -8.731 -0.834 -0.228
O -0.135 -5.802 4.160 -0.197
O 1.766 9.876 3.770 0.003
O 3.748 0.579 -2.491 -0.223
O 3.072 3.730 5.705 -0.158
O -3.637 4.056 -3.231 -0.224
O 5.175 3.880 1.280 -0.219
O 1.693 -2.972 -0.368 -0.033
O -7.491 1.736 -1.747 -0.211
O 3.316 -2.793 3.766 -0.220
O 3.251 -1.241 -8.234 -0.220
O 0.780 2.088 -6.789 -0.031
O 8.304 -3.663 -0.171 -0.198
O -1.758 -0.006 7.267 -0.209
O -7.387 -0.585 1.892 -0.039
O -0.719 -0.686 -0.269 -0.191
O -4.163 -7.922 -3.616 -0.194
O -1.481 2.613 3.092 -0.218
O 10.490 2.033 -0.460 -0.173
N -2.415 -3.706 4.086 0.034
N 2.208 0.086 0.177 0.069
N -1.891 4.525 0.803 -0.031
N 2.891 9.131 3.687 -0.151
N 1.169 -3.993 -1.133 -0.078
N -7.393 -1.389 3.088 -0.095
N -0.156 1.485 -7.588 -0.145
N 7.529 1.606 0.725 -0.061
N 0.516 1.138 4.867 -0.051
N 6.325 -3.939 1.931 -0.071
N -4.389 1.383 -2.045 -0.049
N 3.165 0.645 -6.334 -0.065
N -5.752 -8.612 -1.104 -0.054
C -1.249 0.826 -6.924 -0.425
C -5.399 0.566 -2.765 -0.165
C 4.122 9.674 4.370 -0.487
C 1.528 -5.317 -0.560 -0.493
C -8.572 -1.877 5.162 -0.201
C 0.925 -5.382 0.862 -0.016
C 1.514 7.339 2.640 -0.040
C -8.434 -0.858 4.065 -0.432
C -3.617 4.900 -4.362 -0.104
C -1.163 5.586 0.109 -0.165
C -0.996 5.068 -1.368 -0.211
C -3.578 -6.595 -3.878 -0.078
C -1.566 4.759 2.169 -0.265
C 3.866 1.106 -3.824 -0.155
C 3.592 4.167 6.933 -0.137
C 10.632 2.606 0.923 -0.071
C -6.769 0.452 -1.993 -0.149
C 2.963 -5.663 -0.533 -0.038
C -2.189 -0.003 -7.934 -0.106
C -1.450 1.461 -9.869 -0.098
C 2.528 -1.664 3.292 -0.073
C 3.317 -2.138 -9.325 -0.102
C -4.885 3.675 -2.690 -0.224
C -7.343 -2.278 5.823 -0.215
C -9.909 -9.479 -0.872 -0.144
C 2.128 7.260 5.059 -0.011
C -8.870 1.570 -1.380 -0.110
C 5.425 2.566 1.791 -0.167
C 2.671 -3.730 -3.286 -0.028
C 0.884 -6.370 -1.496 -0.113
C 1.456 2.260 4.681 -0.172
C 0.987 0.783 0.609 -0.350
C -0.092 0.601 -0.529 -0.146
C 3.253 0.133 -4.924 -0.144
C 1.258 -3.653 -2.591 -0.448
C 4.517 -0.970 -7.638 -0.195
C 4.818 -0.311 -2.121 -0.084
C -2.280 3.742 2.999 -0.235
C -2.068 1.440 2.646 -0.084
C -4.410 -7.995 -1.239 -0.220
C -0.821 3.718 -8.707 -0.025
C -2.514 -5.136 4.443 -0.381
C 7.113 -2.791 1.606 -0.223
C -5.634 -2.889 2.558 -0.038
C 1.060 -5.052 4.441 -0.121
C 4.878 -3.704 2.303 -0.173
C -3.027 -5.886 3.239 -0.070
C 5.314 8.795 3.961 -0.121
C 0.637 -2.383 -2.990 -0.060
C -6.360 -2.813 4.829 -0.134
C -8.136 0.587 4.567 -0.017
C -2.123 -1.231 7.888 -0.103
C 0.415 -4.679 -3.438 -0.143
C 4.017 3.940 0.446 -0.101
C 4.717 -2.809 3.551 -0.192
C -7.812 -8.854 0.181 -0.188
C 3.987 9.646 5.907 -0.033
C -5.057 -0.788 3.902 -0.018
C 8.478 -3.341 1.186 -0.220
C -1.837 -0.835 -1.069 -0.148
C 0.382 3.725 -2.766 -0.077
C -0.307 1.079 6.057 -0.216
C -0.388 2.214 -8.894 -0.447
C 8.125 1.165 -0.560 -0.174
C 2.590 7.681 3.633 -0.530
C -4.816 2.646 -1.593 -0.229
C 4.416 11.043 3.820 -0.046
C 5.037 7.250 4.028 -0.148
C -2.704 0.935 -9.076 -0.185
C -1.153 -5.477 5.183 -0.123
C 9.319 -4.194 -0.940 -0.120
C 9.682 0.874 -0.449 -0.228
C -6.621 -7.895 -0.169 -0.184
C 2.211 2.670 5.941 -0.247
C 1.212 2.273 0.963 -0.039
C -2.090 1.870 -6.055 -0.014
C -1.227 -0.084 5.930 -0.188
C -3.633 -8.507 -2.403 -0.230
C 0.835 -6.121 -3.099 -0.137
C 6.076 1.705 0.631 -0.198
C 3.772 6.962 3.224 -0.168
C -6.079 -1.887 3.601 -0.462
C 0.931 2.266 -9.632 -0.058
C 4.460 0.464 -7.037 -0.168
C -0.484 -0.166 -5.964 -0.036
C -9.882 -1.019 3.296 -0.017
H -1.711 -0.818 -8.479 0.108
H 11.233 1.979 1.581 0.087
H -3.326 -6.076 -2.953 0.068
H -5.263 0.071 3.264 0.078
H -2.532 -0.026 -0.844 0.064
H 5.055 -1.787 3.383 0.111
H 3.558 -5.151 -1.289 0.076
H 7.543 0.435 -1.124 0.089
H -0.668 -0.999 5.732 0.124
H 1.626 1.669 -6.965 0.046
H 1.180 -7.413 -1.378 0.106
H 0.682 0.284 1.529 0.111
H 1.192 -6.341 1.306 0.100
H 0.302 0.679 -1.542 0.113
H -6.247 -8.778 -1.968 0.113
H 5.788 2.284 -0.246 0.103
H 1.510 6.321 2.251 0.073
H 9.754 -3.554 -1.708 0.080
H 0.053 4.057 -8.150 0.076
H -1.529 2.168 -5.168 0.067
H 9.182 -2.562 1.477 0.111
H -5.028 -0.473 4.945 0.085
H 2.968 4.225 7.826 0.084
H -4.057 3.108 -0.961 0.109
H 3.301 2.029 -3.694 0.113
H -6.224 -3.806 2.566 0.087
H -3.043 -3.308 3.403 0.016
H 11.108 3.579 0.805 0.077
H -9.385 0.639 -1.619 0.076
H -6.168 -7.529 0.753 0.108
H 2.204 0.108 -4.632 0.087
H 2.575 0.031 -6.877 0.069
H 9.963 0.235 -1.285 0.113
H -2.792 -1.735 7.190 0.075
H -7.598 -3.076 6.520 0.119
H 2.620 -0.774 3.915 0.070
H -4.062 -0.936 3.481 0.063
H -1.568 6.592 -0.003 0.124
H 0.175 -0.717 -6.634 0.077
H -0.730 -4.925 6.022 0.119
H 0.418 0.814 6.826 0.127
H 2.723 -1.345 2.268 0.059
H 3.974 5.188 6.920 0.075
H 5.758 6.632 3.492 0.104
H -3.244 1.731 -8.563 0.092
H -7.299 -0.148 -2.733 0.108
H -9.966 -0.384 2.414 0.058
H 4.643 -1.762 -6.899 0.122
H 0.338 2.740 1.418 0.053
H 5.238 -0.823 -2.986 0.088
H 3.098 -4.718 -3.454 0.063
H -2.652 -1.072 8.827 0.082
H 0.079 4.396 -3.569 0.086
H -9.104 -2.749 4.782 0.125
H -1.053 -0.899 -5.393 0.075
H -0.827 2.010 6.282 0.131
H -5.502 4.533 -2.424 0.126
H 2.080 2.158 3.793 0.093
H -6.927 -6.964 -0.645 0.112
H 10.043 -4.700 -0.302 0.091
H -1.003 5.881 -2.094 0.112
H 9.850 3.107 1.493 0.067
H 4.494 2.141 2.166 0.104
H 3.566 -5.354 0.320 0.063
H 0.915 -2.793 0.165 0.094
H -1.800 3.789 -8.235 0.060
H 3.604 5.895 3.079 0.125
H -7.851 -1.122 1.245 0.086
H 8.159 1.991 -1.270 0.108
H 4.549 1.227 -7.809 0.114
H 5.218 -3.228 4.424 0.126
H -2.331 -6.610 2.815 0.071
H 3.226 4.079 1.183 0.064
H 0.549 -4.558 -4.513 0.121
H 6.683 -2.192 0.804 0.116
H 0.944 -1.556 -2.350 0.078
H 5.306 -0.765 -8.361 0.121
H -9.567 2.244 -1.878 0.081
H -0.449 -2.461 -2.941 0.076
H -3.155 -0.353 -7.571 0.106
H 1.686 -5.067 3.549 0.056
H -0.143 5.605 0.491 0.099
H -5.644 1.017 -3.727 0.100
H -1.916 4.548 -1.635 0.095
H -6.522 -3.888 4.745 0.118
H 2.342 -2.323 -9.777 0.088
H 3.609 11.740 4.047 0.082
H -5.093 -0.466 -2.935 0.112
H 3.647 -0.884 -4.919 0.102
H -5.417 -2.820 5.376 0.111
H -3.769 -8.318 -0.419 0.118
H -2.426 -1.750 -1.001 0.093
H 5.689 0.687 0.683 0.105
H -1.837 5.742 2.553 0.130
H 3.140 -6.726 -0.700 0.091
H -3.012 1.456 -5.648 0.066
H -0.509 4.610 2.387 0.107
H 1.051 2.956 -10.468 0.089
H 5.579 8.992 2.922 0.113
H -4.175 -5.898 -4.467 0.080
H 2.796 1.857 6.372 0.130
H -10.805 -0.915 3.866 0.076
H -3.410 0.407 -9.718 0.102
H -0.811 1.417 -0.459 0.103
H -0.104 -6.589 -1.092 0.092
H 2.941 7.031 5.749 0.046
H -2.021 0.038 5.193 0.102
H -2.680 -6.784 -4.467 0.076
H -2.720 1.130 3.463 0.075
H -7.259 0.780 5.184 0.073
H 1.549 6.343 4.947 0.076
H 0.027 1.095 3.984 0.059
H -2.572 2.659 -6.633 0.050
H -4.451 -6.909 -1.320 0.109
H -8.180 1.262 3.712 0.077
H 8.758 -4.234 1.744 0.122
H -2.290 4.251 3.963 0.121
H -2.584 1.703 1.723 0.099
H 1.775 -5.387 5.193 0.087
H -8.927 1.658 -0.295 0.081
H 1.472 3.024 6.660 0.118
H 3.135 10.207 6.293 0.083
H -1.374 -6.477 5.557 0.109
H -7.488 -9.893 0.112 0.119
H -8.434 -8.604 1.040 0.118
H 0.833 -4.019 4.705 0.072
H 0.510 7.719 2.829 0.088
H 3.756 -3.066 -8.961 0.087
H 3.415 -3.222 -2.674 0.070
H 6.212 -4.641 1.214 0.100
H -1.904 2.200 -10.529 0.099
H -2.591 5.126 -4.653 0.088
H 1.454 -1.835 3.372 0.069
H 4.566 11.079 2.741 0.089
H 2.517 0.411 -0.728 0.037
H 6.150 9.057 4.610 0.117
H -4.575 -3.140 2.614 0.049
H -5.812 -2.482 1.563 0.077
H 1.797 2.438 1.867 0.049
H 5.246 6.886 5.034 0.099
H 7.278 -2.161 2.481 0.116
H 4.012 7.394 2.252 0.131
H -8.959 0.825 5.241 0.076
H 5.312 11.407 4.322 0.089
H -3.078 -5.202 2.392 0.068
H 3.912 8.689 6.423 0.064
H 4.326 3.503 7.389 0.086
H 3.914 -1.801 -10.173 0.085
H 1.880 -6.286 -3.359 0.086
H 1.222 -4.545 1.494 0.065
H -0.198 2.805 -2.847 0.070
H -2.580 -8.424 -2.134 0.114
H 3.722 3.143 -0.236 0.078
H 1.768 7.894 1.737 0.088
H -9.242 -1.369 5.856 0.126
H -1.495 -3.470 3.741 0.061
H 1.475 2.772 0.031 0.068
H -1.561 3.585 0.633 0.089
H -3.313 3.673 2.658 0.136
H 1.629 2.700 -8.916 0.072
H 7.949 2.419 1.153 0.081
H -1.302 -1.898 8.151 0.080
H 1.890 10.259 2.899 0.111
H -1.031 0.703 -10.531 0.103
H 5.652 0.148 -1.591 0.040
H -1.233 0.742 2.570 0.081
H -3.819 -9.555 -2.637 0.126
H -3.968 -6.399 3.438 0.073
H -0.158 -5.265 0.821 0.084
H -4.311 4.590 -5.144 0.085
H -9.822 -2.038 2.915 0.070
H 0.852 3.111 4.365 0.105
H 0.169 0.339 -5.252 0.052
H 4.586 -4.714 2.594 0.109
H 6.122 2.624 2.628 0.116
H -0.643 -4.617 -3.182 0.107
H -5.707 2.741 -0.973 0.119
H 2.152 -0.909 0.013 0.033
H -1.547 -0.801 -2.120 0.067
H -4.044 5.852 -4.048 0.081
H 0.873 -2.042 -3.998 0.077
H 9.846 0.351 0.493 0.102
H 4.249 4.899 -0.017 0.098
H 5.315 0.593 -6.373 0.113
H 8.756 -4.930 -1.514 0.085
H -10.431 -9.522 0.084 0.080
H 4.920 1.207 -4.083 0.108
H 4.794 10.133 6.454 0.078
H 2.684 -3.266 -4.272 0.071
H 1.505 7.943 5.636 0.086
H 0.193 -6.885 -3.537 0.097
H 1.220 1.240 -9.859 0.083
H 1.411 3.403 -2.928 0.073
H -6.617 -0.146 -1.094 0.109
H -0.898 4.192 -9.685 0.076
H 4.280 -3.539 1.407 0.100
H -6.894 -1.550 6.499 0.118
H -5.406 3.321 -3.579 0.110
H -3.535 1.517 -2.567 0.101
H -10.681 -9.120 -1.554 0.090
H -3.411 -5.306 5.039 0.115
H 4.457 -1.053 -1.409 0.081
H -9.577 -10.489 -1.110 0.088
```

Results
* energy: -152767.559 eV
* LUMO level: 0.23 eV
* F_max: 4.5 eV/A
* HOMO energy: -7.69 eV